Entry 1:
This record from the OMol25 dataset describes C19H24CeN4OSe3Te as an isolated structure. The level of theory is wB97M-V/def2-TZVPD.

Results
- Relative energy (zero: lowest compared OMol25 entry of this formula, charge and spin): 0.00 kcal/mol
- Charge: +1
- Gap between HOMO and LUMO (spin up / spin down): 6.90 / 6.91 eV
- 2S+1: 2
- LUMO level (spin up / spin down): -2.66 / -2.66 eV

XYZ file:
```
53
Properties=species:S:1:pos:R:3:forces:R:3
Ce 3.820865 -14.315491 8.652513 -0.02 0.55 -0.28
C 2.452339 -17.899718 6.457904 -0.29 0.00 0.37
C 1.347692 -17.861760 7.333605 0.50 -0.04 0.26
C 1.544216 -17.594844 8.699418 0.44 0.31 -0.49
C 2.843458 -17.334291 9.183714 -0.33 -0.03 -0.22
C 3.936100 -17.330398 8.306346 -0.58 -0.67 -0.44
C 3.734536 -17.635541 6.943232 -0.06 0.20 0.18
H 2.283610 -18.133290 5.401800 0.16 0.14 0.42
H 0.340921 -18.050644 6.947974 0.41 0.07 0.17
H 0.692899 -17.537932 9.379358 0.26 -0.13 -0.18
H 2.979506 -17.119684 10.247447 0.00 -0.15 -0.35
H 4.944707 -17.195810 8.681421 -0.04 0.06 0.02
H 4.594243 -17.645359 6.265766 -0.33 -0.09 0.23
Se 1.916620 -14.488727 6.653223 -0.79 -0.13 -0.95
Se 2.893627 -12.362534 6.341990 -0.07 -0.27 0.00
Te 2.161582 -11.006555 8.317633 0.05 -0.02 0.21
Se 4.006427 -11.742345 9.863811 0.15 0.69 0.21
C 7.703296 -16.059760 10.606706 0.50 0.03 -0.01
C 7.043398 -14.991194 9.819913 -3.27 0.62 -0.41
O 5.728133 -15.014669 9.726100 4.15 0.08 0.60
N 7.775979 -14.018533 9.271993 0.14 -0.58 0.53
C 7.246623 -12.828728 8.577951 -0.16 0.09 0.86
C 6.866269 -13.148613 7.182648 -0.51 -0.11 -1.89
C 7.493926 -12.506568 6.104379 -0.09 -0.57 0.00
C 7.192860 -12.927182 4.803605 -0.62 -0.39 0.00
C 6.262240 -13.979422 4.617515 0.73 0.52 -0.35
C 5.633642 -14.501388 5.733525 0.14 0.35 0.00
N 5.883503 -14.062732 6.977476 0.78 0.05 0.06
H 7.421382 -17.036420 10.197325 0.09 0.19 0.14
H 7.356409 -15.998270 11.650768 0.14 -0.03 -0.40
H 8.790255 -15.918348 10.555548 -0.24 -0.34 0.23
H 8.789812 -14.107900 9.390615 -0.69 0.16 -0.13
H 8.015025 -12.035684 8.608380 -0.40 -0.47 0.04
H 6.348346 -12.470969 9.117817 0.47 -0.05 -0.07
H 8.238937 -11.727984 6.299143 -0.32 -0.32 -0.16
H 7.663183 -12.439935 3.942181 -0.17 -0.28 0.37
H 6.030793 -14.396032 3.621911 0.19 0.44 0.65
H 4.875524 -15.279003 5.618657 0.10 0.26 0.15
C -1.255434 -13.098585 11.196245 0.10 -0.13 -0.06
C 0.176839 -13.539219 11.156685 0.92 -0.20 0.72
C 1.188825 -13.472043 12.159636 -0.60 -0.50 -1.14
C 2.310673 -14.140767 11.613036 -2.32 0.54 -1.12
N 2.028128 -14.540971 10.345535 -0.99 0.09 0.72
N 0.702771 -14.187279 10.090094 1.22 0.23 1.30
C 3.618025 -14.375563 12.235706 0.89 0.07 0.16
H -1.473682 -12.657809 12.175358 -0.01 -0.12 -0.31
H -1.914568 -13.969704 11.036159 0.18 0.41 0.09
H -1.457960 -12.355187 10.413314 0.02 -0.18 0.21
H 1.116081 -13.031210 13.158193 -0.10 -0.23 -0.59
H 0.272907 -14.402961 9.184382 0.48 0.22 0.52
H 3.490850 -14.551570 13.313286 0.16 -0.01 -0.36
H 4.276252 -13.490690 12.091491 -0.38 -0.48 0.17
H 4.108974 -15.240461 11.767483 -0.03 0.16 0.30
```
Positions in Å, forces in eV/Å.

Computed Mulliken charges, given in elementary charges: number 1, Ce, carries 1.1589; number 2, C, carries -0.5701; number 3, C, carries -0.5207; number 4, C, carries -0.3342; number 5, C, carries -0.2958; number 6, C, carries -0.5478; number 7, C, carries -0.2307; number 8, H, carries 0.3616; number 9, H, carries 0.3734; number 10, H, carries 0.4687; number 11, H, carries 0.4021; number 12, H, carries 0.5668; number 13, H, carries 0.5355; number 14, Se, carries -0.2785; number 15, Se, carries -0.2747; number 16, Te, carries -0.0297; number 17, Se, carries -0.5300; number 18, C, carries -1.1849; number 19, C, carries 0.5462; number 20, O, carries -0.2057; number 21, N, carries -0.0658; number 22, C, carries -0.6864; number 23, C, carries 0.9013; number 24, C, carries -0.9012; number 25, C, carries -0.4528; number 26, C, carries -0.9464; number 27, C, carries -0.0884; number 28, N, carries 0.3585; number 29, H, carries 0.2840; number 30, H, carries 0.2907; number 31, H, carries 0.3596; number 32, H, carries 0.2912; number 33, H, carries 0.5481; number 34, H, carries -0.3677; number 35, H, carries 0.4113; number 36, H, carries 0.4107; number 37, H, carries 0.4316; number 38, H, carries 0.4082; number 39, C, carries -1.2795; number 40, C, carries 0.4768; number 41, C, carries -1.0807; number 42, C, carries 0.7673; number 43, N, carries 0.0912; number 44, N, carries 0.1348; number 45, C, carries -0.9780; number 46, H, carries 0.3426; number 47, H, carries 0.3168; number 48, H, carries 0.3020; number 49, H, carries 0.4175; number 50, H, carries 0.1633; number 51, H, carries 0.4564; number 52, H, carries 0.1384; number 53, H, carries 0.1342

***

Entry 2:
This record from the OMol25 dataset describes C10H22CuO8 as an isolated structure. The level of theory is wB97M-V/def2-TZVPD.

Results
- Gap between HOMO and LUMO (spin up / spin down): 6.79 / 5.68 eV
- 2S+1: 2
- LUMO level (spin up / spin down): -0.79 / -1.55 eV

XYZ file:
```
41
Properties=species:S:1:pos:R:3:forces:R:3
Cu -0.657216 -0.016021 2.049742 2.15 0.67 0.25
C -0.962243 3.675877 3.308332 0.80 0.50 -0.67
C -1.260067 2.519533 4.202040 0.92 -1.30 -0.05
O -0.156938 1.575248 4.315599 -1.64 1.36 -0.07
H -1.855345 4.206274 2.977928 -0.15 -0.14 0.09
H -0.469268 3.237394 2.440690 0.03 0.30 -0.30
H -0.291331 4.430137 3.719510 0.09 -0.20 0.19
H -2.108215 1.989747 3.768386 -0.33 -0.32 0.19
H -1.562724 2.863493 5.191078 0.19 -0.35 0.39
C 3.067793 0.198758 0.391700 -0.43 -0.23 0.02
C 2.159676 -0.707944 1.275099 0.15 1.21 0.50
O 1.760362 -0.144960 2.516051 -1.66 -0.28 -1.27
H 4.027078 0.434051 0.852698 -0.12 -0.04 0.27
H 2.599046 1.136372 0.092948 -0.15 0.18 0.36
H 3.288456 -0.302656 -0.550633 0.08 -0.31 -0.12
H 2.709038 -1.642989 1.384598 0.15 -0.38 0.35
H 1.266899 -0.973831 0.709100 -0.06 -0.13 -0.66
C -0.678831 -2.578321 -0.990911 -0.35 -0.33 0.06
O 0.272415 -2.863291 -1.997046 1.32 0.40 -0.29
C 0.474384 -4.084803 -2.484312 -2.39 -2.77 0.48
O -0.267822 -5.086467 -2.289435 2.62 3.15 -0.65
O 1.574164 -4.022783 -3.244654 -0.34 0.10 0.02
C 1.944028 -5.139924 -4.038661 0.07 -1.31 -0.34
H -1.442975 -1.974056 -1.479842 -0.56 -0.57 0.19
H -0.278988 -1.927722 -0.213114 0.68 -0.11 -0.20
H -0.962409 -3.520981 -0.522861 -0.67 0.21 -0.17
H 1.338079 -5.320084 -4.926620 -0.45 0.65 0.06
H 1.881494 -6.088890 -3.506067 0.07 0.22 0.44
H 2.963684 -5.013809 -4.402691 -0.06 0.39 0.40
C -3.409257 3.113691 0.379957 0.23 0.21 0.59
O -2.429055 3.003914 -0.693797 -0.14 0.29 -0.15
C -1.469633 2.077205 -0.685256 -1.40 -0.48 1.48
O -1.391343 1.258127 0.204309 0.39 -1.01 1.02
O -0.712481 2.130976 -1.726165 -1.01 1.78 -1.68
C 0.294969 1.210373 -1.974114 1.77 -1.69 0.52
H -3.932711 4.051057 0.191705 0.03 -0.27 -0.29
H -3.010523 3.196841 1.390990 0.88 0.12 -0.30
H -4.116541 2.296581 0.521964 0.11 -0.29 -1.04
H 0.789615 0.995186 -1.026958 0.32 -0.04 -0.21
H 1.002575 1.558832 -2.726419 -0.17 0.81 0.39
H 0.012159 0.249862 -2.404867 -0.98 0.00 0.23
```
Positions in Å, forces in eV/Å.

Computed Mulliken charges, given in elementary charges: number 1, Cu, carries 0.4310; number 2, C, carries -0.7446; number 3, C, carries -0.1965; number 4, O, carries -0.3000; number 5, H, carries 0.2600; number 6, H, carries 0.1517; number 7, H, carries 0.3194; number 8, H, carries 0.1622; number 9, H, carries 0.3244; number 10, C, carries -1.1621; number 11, C, carries 1.2403; number 12, O, carries -0.7590; number 13, H, carries 0.3604; number 14, H, carries 0.2584; number 15, H, carries 0.3025; number 16, H, carries 0.3199; number 17, H, carries -1.1873; number 18, C, carries -0.1789; number 19, O, carries -0.2261; number 20, C, carries 0.7179; number 21, O, carries -0.6053; number 22, O, carries -0.2794; number 23, C, carries -0.6924; number 24, H, carries 0.2577; number 25, H, carries -0.1924; number 26, H, carries 0.4050; number 27, H, carries 0.2985; number 28, H, carries 0.3141; number 29, H, carries 0.2565; number 30, C, carries -0.4133; number 31, O, carries -0.3498; number 32, C, carries 0.7535; number 33, O, carries -0.2715; number 34, O, carries -0.3414; number 35, C, carries -0.3186; number 36, H, carries 0.2770; number 37, H, carries -0.0097; number 38, H, carries 0.3110; number 39, H, carries 0.0012; number 40, H, carries 0.2957; number 41, H, carries 0.2099

***

| no. | molecular weight (g mol⁻¹) | E_tot (a.u.) |
| --- | --- | --- |
| 1 | 829.0 | -8980.0950 |
| 2 | 333.8 | -2636.3959 |